2 unconnected molecules or ions with the total composition C2HCl3S. Source: the Open Molecules 2025 dataset; level of theory: ωB97M-V with the def2-TZVPD basis set.

```
7
Properties=species:S:1:pos:R:3:nbo_charge:R:1
C 0.32 -1.15 -0.19 -0.3529
C -3.55 -0.70 -0.04 -0.0858
S 0.13 -0.94 1.40 0.1009
Cl -0.86 -1.91 -1.15 0.0610
Cl -3.24 0.92 0.50 0.0290
Cl -3.76 -0.86 -1.72 0.0500
H 1.11 -0.68 -0.64 0.1978
```

Computed properties:
Total charge ... 0
LUMO level ... -1.09 eV
Gap between HOMO and LUMO ... 0.304 Ha
Spin multiplicity ... 1

2 unconnected molecules or ions with the total composition H4O2. Source: the Open Molecules 2025 dataset; level of theory: ωB97M-V with the def2-TZVPD basis set.

```
6
Properties=species:S:1:pos:R:3:nbo_charge:R:1
H -1.83 0.42 -1.01 0.4781
H -1.34 -0.97 -0.48 0.4655
H 0.67 -0.04 0.87 0.4692
H 2.14 0.12 0.67 0.4609
O -1.02 -0.18 -0.95 -0.9424
O 1.37 0.65 0.91 -0.9313
```

Computed properties:
Total charge ... 0
LUMO level ... 0.69 eV
Gap between HOMO and LUMO ... 0.434 Ha
Spin multiplicity ... 1
SMILES string ... O.O

A molecular structure, C3H6INOS. Source: the Open Molecules 2025 dataset; level of theory: ωB97M-V with the def2-TZVPD basis set.

```
13
Properties=species:S:1:pos:R:3:nbo_charge:R:1
C -0.04 -0.92 0.84 -0.3940
C -1.01 0.11 0.29 -0.4205
C 0.36 0.03 -0.34 -0.5008
N 1.22 2.56 -0.85 -0.9722
O 1.15 1.69 1.49 -0.8696
S 1.43 1.39 0.12 1.8747
I 4.07 -0.26 -0.02 -0.3665
H 0.42 -0.46 1.85 0.2668
H -0.12 -1.98 0.69 0.2414
H -1.80 0.11 -0.48 0.2424
H -1.17 0.95 0.95 0.2390
H 0.47 -0.50 -1.31 0.2720
H 1.57 2.22 -1.81 0.3873
```

Computed properties:
Total charge ... 0
LUMO level (spin up / spin down) ... -2.69 / -2.69 eV
Gap between HOMO and LUMO (spin up / spin down) ... 0.242 / 0.242 Ha
Spin multiplicity ... 1

A molecular structure, C3H2I2. Source: the Open Molecules 2025 dataset; level of theory: ωB97M-V with the def2-TZVPD basis set.

```
7
Properties=species:S:1:pos:R:3:lowdin_spin:R:1
C -1.59 0.03 0.81 0.0601
C -0.64 0.02 0.08 0.0419
C 0.68 0.00 -0.63 0.3749
I 1.78 -1.81 -0.09 1.3268
I 1.58 1.80 -0.10 0.1835
H -2.30 -0.15 1.55 0.0061
H 0.49 0.10 -1.63 0.0067
```

Computed properties:
Total charge ... 0
LUMO level (spin up / spin down) ... 0.41 / -3.92 eV
Gap between HOMO and LUMO (spin up / spin down) ... 0.246 / 0.201 Ha
⟨S²⟩ ... 2.01
Spin multiplicity ... 3

- Which of these has the highest spin multiplicity?
  C3H2I2

- Among the records above, which one has the highest spin multiplicity?
  C3H2I2